(1)
12
Properties=species:S:1:pos:R:3 method="wB97M-V/def2-TZVPD" orbital_gap_ha=0.2566 relative_energy_kcal_mol=1.5 homo_ev=-2.73 total_charge=-1 lumo_energy_ev=4.25
C -2.107 -0.791 -0.661
S -1.866 1.012 -0.884
H -2.104 -1.028 0.404
H -1.318 -1.353 -1.161
H -3.067 -1.132 -1.046
N 1.032 1.407 0.318
C 1.490 0.173 0.615
N 2.707 -0.110 0.921
H 1.682 2.110 0.002
H 0.124 1.379 -0.223
H 0.681 -0.560 0.588
H 2.747 -1.106 1.127

---

(2)
12
Properties=species:S:1:pos:R:3 method="wB97M-V/def2-TZVPD" orbital_gap_ha="0.2878 / 0.2880" relative_energy_kcal_mol=107.5 homo_ev="-8.31 / -8.31" smiles="[S-][N+]1=NCCC=N1" total_charge=0 lumo_energy_ev="-0.48 / -0.47"
S -3.325 -0.038 -0.142
N -1.719 0.055 -0.234
N -1.114 1.054 0.286
C 0.303 1.011 0.550
C 1.040 -0.263 0.170
C 0.293 -1.085 -0.793
N -0.929 -1.089 -0.970
H 0.549 1.090 1.622
H 0.752 2.054 0.322
H 1.266 -0.964 1.003
H 1.914 -0.067 -0.371
H 0.971 -1.756 -1.444

---

(3)
12
Properties=species:S:1:pos:R:3 method="wB97M-V/def2-TZVPD" orbital_gap_ha=0.2584 relative_energy_kcal_mol=123.3 homo_ev=-9.35 total_charge=0 lumo_energy_ev=-2.32
C -0.431 1.424 -0.002
C -0.637 0.112 0.856
C -0.290 -1.221 0.288
C 1.074 -1.652 -0.212
H 1.018 1.611 -1.430
H -1.424 2.109 0.053
H 0.372 2.070 0.635
H 1.242 -2.738 -0.843
O -0.120 0.995 -1.489
O -1.405 0.138 1.906
S -1.684 -1.968 -0.289
S 2.284 -0.881 0.526

---

(4)
10
Properties=species:S:1:pos:R:3 method="wB97M-V/def2-TZVPD" orbital_gap_ha=0.3614 relative_energy_kcal_mol=48.9 homo_ev=-9.71 smiles="NC=O.C=O" total_charge=0 lumo_energy_ev=0.12
N -0.588 -0.829 0.694
C -1.711 -1.320 -0.044
O -1.906 -1.102 -1.246
H -0.636 -1.297 1.593
H 0.224 -0.597 0.079
H -2.393 -1.956 0.422
C 1.792 1.817 -0.338
O 1.194 1.127 0.521
H 2.713 1.411 -0.865
H 1.310 2.747 -0.817

---

(5)
19
Properties=species:S:1:pos:R:3 method="wB97M-V/def2-TZVPD" orbital_gap_ha=0.3849 relative_energy_kcal_mol=34.6 homo_ev=-13.47 total_charge=+1 lumo_energy_ev=-2.99
C -0.344 0.560 -2.186
N -1.028 -0.600 -1.787
C 0.682 0.857 -1.045
N 0.076 0.309 0.240
H -0.976 1.481 -2.492
H 0.261 0.396 -3.286
H -2.002 -0.543 -2.189
H -0.536 -1.510 -1.900
H 0.865 1.909 -1.063
H 1.653 0.455 -1.158
H -0.667 1.008 0.608
H -0.337 -0.583 0.029
H 0.699 0.078 1.046
H 0.677 1.599 3.224
H 1.272 0.310 3.435
O 0.526 0.700 3.014
H -0.541 -1.667 2.425
H -0.275 -2.835 1.404
O -0.006 -1.924 1.682

---

(6)
8
Properties=species:S:1:pos:R:3 method="wB97M-V/def2-TZVPD" orbital_gap_ha=0.3304 relative_energy_kcal_mol=27.7 homo_ev=-9.84 smiles="NSOC=O" total_charge=0 lumo_energy_ev=-0.85
N -0.762 -0.774 -0.283
S -0.387 0.661 0.345
O 1.622 0.391 0.210
C 2.177 1.303 0.992
O 2.369 1.192 2.167
H -0.631 -1.615 0.276
H -0.628 -0.921 -1.275
H 2.456 2.233 0.445

---

(7)
52
Properties=species:S:1:pos:R:3 method="wB97M-V/def2-TZVPD" orbital_gap_ha="0.1596 / 0.1594" homo_ev="-16.85 / -16.85" total_charge=+3 lumo_energy_ev="-12.51 / -12.51"
V -1.215 0.734 0.479
N -1.033 3.519 1.023
N -1.749 3.970 -0.103
C -2.221 3.085 -0.997
O -3.050 3.105 -1.811
O -1.453 1.798 -0.746
H -1.483 3.909 1.847
H -0.090 3.897 0.987
H -2.097 4.921 -0.154
F -3.686 -2.797 -2.618
C -3.282 -2.379 -1.443
C -2.643 -1.159 -1.340
C -2.226 -0.779 -0.056
C -2.507 -1.544 1.122
C -3.123 -2.767 0.927
F -3.390 -3.554 1.952
C -3.512 -3.193 -0.337
C -2.241 -0.908 2.429
C -2.691 -1.330 3.660
C -2.484 -0.527 4.777
C -1.819 0.693 4.669
C -1.360 1.071 3.438
N -1.562 0.298 2.332
H -2.477 -0.552 -2.220
H -4.016 -4.146 -0.454
H -3.224 -2.264 3.754
H -2.860 -0.854 5.739
H -1.657 1.329 5.528
H -0.817 1.992 3.285
C 0.797 -1.715 -1.424
As 0.959 -0.118 -0.369
C 2.103 -0.557 1.112
C 1.805 1.281 -1.481
C 3.028 0.645 -2.055
C 2.974 0.072 -3.325
C 4.109 -0.506 -3.872
C 5.296 -0.522 -3.151
C 5.357 0.057 -1.890
C 4.227 0.641 -1.340
H 1.821 -2.021 -1.637
H 0.275 -1.493 -2.351
H 0.275 -2.475 -0.849
H 3.010 -0.952 0.653
H 1.636 -1.320 1.731
H 2.335 0.328 1.697
H 2.008 2.125 -0.824
H 1.058 1.558 -2.223
H 2.056 0.103 -3.902
H 4.076 -0.923 -4.869
H 6.179 -0.977 -3.578
H 6.293 0.072 -1.348
H 4.292 1.127 -0.372

---

(8)
38
Properties=species:S:1:pos:R:3 method="wB97M-V/def2-TZVPD" orbital_gap_ha="0.0907 / 0.2222" relative_energy_kcal_mol=53.6 homo_ev="0.41 / -3.18" spin_multiplicity=2 total_charge=-1 lumo_energy_ev="2.88 / 2.86"
C -1.269 1.968 0.585
C -2.046 2.236 1.869
C 0.072 1.514 1.050
C 0.994 2.419 1.662
C 0.430 0.146 1.083
C 2.166 2.082 2.363
C 1.621 -0.255 1.719
C 2.381 0.654 2.414
O 3.511 0.197 3.089
H -1.758 1.220 -0.049
H -1.017 3.001 0.102
H -2.565 1.383 2.327
H 0.790 3.570 1.501
H -0.180 -0.487 0.428
H 2.820 2.849 2.594
H 1.797 -1.317 1.563
H 4.028 1.069 3.388
H -2.684 3.105 1.826
H -1.367 2.789 2.662
C -1.459 1.445 -2.789
C -1.101 -0.873 -1.620
C -0.608 0.294 -2.260
C -0.010 -1.852 -1.713
C 0.625 0.009 -2.820
C -2.243 -1.225 -0.959
C -0.113 -3.109 -1.059
C -2.428 -2.508 -0.392
C -1.358 -3.356 -0.407
N 1.052 -1.241 -2.422
H -3.139 -0.590 -1.013
H -0.977 2.376 -2.651
H -2.416 1.398 -2.147
H 1.228 0.740 -3.313
H 1.810 -1.703 -2.735
H 0.731 -3.830 -0.956
H -3.381 -2.731 -0.032
H -1.307 -4.422 0.221
H -1.784 1.165 -3.838

---

(9)
12
Properties=species:S:1:pos:R:3 method="wB97M-V/def2-TZVPD" orbital_gap_ha=0.3450 relative_energy_kcal_mol=120.0 homo_ev=-8.72 smiles="CC=C=COO" total_charge=0 lumo_energy_ev=0.67
C -1.513 1.236 -0.710
C -0.295 0.408 -1.002
C 0.639 0.146 -0.144
C 1.572 -0.150 0.735
O 1.579 -1.210 1.564
O 0.642 -2.263 0.976
H -2.412 0.632 -0.849
H -1.567 2.079 -1.401
H -1.497 1.610 0.312
H -0.214 0.020 -2.012
H 2.470 0.443 0.875
H 0.598 -2.951 1.656

---

(10)
43
Properties=species:S:1:pos:R:3 method="wB97M-V/def2-TZVPD" orbital_gap_ha=0.3772 relative_energy_kcal_mol=43.5 homo_ev=-12.74 total_charge=+1 lumo_energy_ev=-2.47
N -0.908 -0.142 -0.475
C -1.006 -0.834 0.842
C 0.000 -0.333 1.954
C 1.267 -1.150 2.022
O 2.263 -0.859 1.035
C -2.434 -0.478 1.328
N -3.359 -1.419 0.933
O -2.716 0.628 1.716
H -1.751 -0.450 -0.965
H -0.005 -0.395 -1.011
H -0.824 0.870 -0.345
H -0.798 -1.885 0.822
H -0.487 -0.531 2.910
H 0.203 0.715 1.783
H 1.275 -2.229 2.128
H 1.795 -0.834 2.940
H 2.272 0.061 0.733
H -3.155 -2.366 1.171
H -4.317 -1.111 0.957
H -0.535 3.420 0.290
H -1.113 2.345 1.144
O -0.513 2.459 0.387
H -0.806 2.992 -3.073
H -1.782 2.707 -1.955
O -0.930 2.475 -2.269
H 1.647 -1.438 -0.893
H 1.969 -0.455 -2.090
O 1.306 -0.983 -1.680
H -0.068 -4.336 -1.608
H 0.974 -3.333 -2.104
O 0.210 -3.421 -1.526
H -1.404 -2.551 -1.962
H -2.973 -2.616 -1.835
O -2.235 -2.057 -2.067
H 2.438 2.729 1.085
H 1.669 2.411 -0.211
O 2.321 2.096 0.412
H 1.656 3.084 3.495
H 0.177 3.186 3.115
O 1.030 2.877 2.796
H 3.750 0.633 -2.808
H 2.654 0.547 -3.815
O 3.245 -0.028 -3.306

---

(11)
27
Properties=species:S:1:pos:R:3 method="wB97M-V/def2-TZVPD" orbital_gap_ha=0.2586 homo_ev=-4.28 smiles="CC[C@H](I)N(CCCCl)CC(=O)[O-]" total_charge=-1 lumo_energy_ev=2.75
C -1.498 -2.022 -0.748
C -1.508 -0.799 -1.695
C -0.135 -0.108 -1.818
I 1.183 -1.485 -2.829
N 0.364 0.291 -0.519
C -0.404 1.412 0.038
C -0.930 1.041 1.440
C 0.136 0.926 2.528
Cl 1.059 2.467 2.759
C 1.811 0.405 -0.316
C 2.477 -0.841 0.357
O 3.676 -0.962 0.114
O 1.781 -1.430 1.224
H -1.587 -2.966 -1.303
H -2.334 -1.973 -0.029
H -0.562 -2.044 -0.160
H -1.850 -1.073 -2.707
H -2.223 -0.047 -1.322
H -0.195 0.740 -2.528
H 0.220 2.325 0.081
H -1.266 1.653 -0.607
H -1.340 0.018 1.333
H -1.750 1.708 1.769
H 0.860 0.136 2.272
H -0.320 0.730 3.508
H 2.344 0.675 -1.243
H 1.992 1.225 0.401

---

(12)
81
Properties=species:S:1:pos:R:3 method="wB97M-V/def2-TZVPD" orbital_gap_ha="0.1282 / 0.2061" relative_energy_kcal_mol=8.4 homo_ev="0.55 / -1.57" spin_multiplicity=2 total_charge=-2 lumo_energy_ev="4.04 / 4.04"
Hg 0.141 0.337 -0.427
Cl -4.341 0.614 5.521
C -3.030 0.219 4.391
C -1.778 -0.088 4.899
C -0.762 -0.447 3.995
C -0.949 -0.512 2.603
O -0.001 -0.916 1.822
C -2.272 -0.133 2.092
C -2.595 -0.058 0.723
O -1.872 -0.353 -0.336
C -3.287 0.213 3.038
H -1.597 -0.055 5.966
H 0.229 -0.696 4.362
H -3.621 0.282 0.519
H -4.272 0.474 2.667
S 4.708 0.461 0.060
C 4.366 -0.507 -1.306
C 3.029 -0.600 -1.530
C 2.233 0.109 -0.582
C 3.010 0.756 0.329
C 2.570 1.663 1.407
C 3.463 2.318 2.259
C 2.970 3.151 3.248
C 1.601 3.316 3.376
C 0.786 2.641 2.479
N 1.259 1.851 1.523
H 5.178 -0.953 -1.861
H 2.613 -1.140 -2.371
H 4.528 2.163 2.139
H 3.650 3.666 3.918
H 1.172 3.934 4.153
H -0.294 2.736 2.520
C 1.297 -3.210 0.124
N 0.212 -2.854 -0.790
C -1.047 -3.287 -0.190
N -1.066 -4.753 0.022
C 0.057 -5.085 0.905
N 1.352 -4.672 0.351
C 1.518 -5.322 -0.948
N 0.435 -5.010 -1.891
C 0.409 -3.541 -2.058
C -0.832 -5.405 -1.265
H 1.129 -2.690 1.069
H 2.249 -2.884 -0.298
H -1.877 -3.007 -0.840
H -1.167 -2.774 0.764
H 0.073 -6.168 1.065
H -0.092 -4.582 1.861
H 1.553 -6.407 -0.802
H 2.463 -4.992 -1.385
H -0.391 -3.276 -2.752
H 1.357 -3.225 -2.498
H -0.825 -6.490 -1.119
H -1.650 -5.148 -1.944
C -1.261 2.155 -4.091
N -2.022 1.012 -3.626
C -3.128 1.064 -2.773
C -3.472 -0.204 -2.512
N -2.608 -1.011 -3.234
C -1.689 -0.267 -3.895
S -0.490 -0.842 -4.948
H -1.706 3.049 -3.664
H -1.275 2.191 -5.181
H -0.231 2.078 -3.746
H -3.460 1.990 -2.340
H -4.240 -0.617 -1.884
H -2.454 -1.988 -3.062
C 2.368 4.996 -0.275
N 0.992 4.558 -0.407
C 0.016 5.155 0.339
C -1.251 4.732 0.304
C -1.580 3.531 -0.479
O -2.757 3.183 -0.605
N -0.543 2.843 -1.061
C 0.710 3.361 -1.125
O 1.623 2.873 -1.787
H 2.479 6.033 -0.604
H 2.975 4.350 -0.902
H 2.705 4.907 0.762
H 0.339 5.999 0.938
H -2.032 5.206 0.880